C4H3NO2S | wB97M-V/def2-TZVPD

```
! wB97M-V def2-TZVPD RIJCOSX def2/J DEFGRID3
* xyz 0 1
O -2.31093 0.99377 -0.41508
C -1.49838 0.06349 0.04850
O -1.76471 -1.18429 0.10567
C -0.10491 0.18890 0.37813
C 0.79585 -0.91870 0.08479
S 2.41763 -0.48339 -0.13417
C 1.87896 1.17617 -0.06191
N 0.51298 1.37507 0.41135
H -2.83741 -1.21185 0.17694
H 0.36981 -1.99536 -0.29558
H 2.54111 1.99619 -0.29866
*
```

As for the SMILES: O=C(O)c1cscn1. The energy is -20614.4415 eV.